C29H24BrCl5GeN2O5SY | ωB97M-V/def2-TZVPD

Output
⟨S²⟩: 0.774
ΔE to the lowest compared entry with this formula, charge and spin, kcal/mol: 4.6
Multiplicity: 2
E_LUMO (alpha / beta), Ha: 0.13300 / 0.13297
Charge: -2
HOMO (alpha / beta), eV: -1.44 / -2.25
Strongest force on any atom, eV/A: 1.877
Gap between HOMO and LUMO (alpha / beta), eV: 5.06 / 5.87

Geometry as XYZ:
```
69
Properties=species:S:1:pos:R:3:forces:R:3
Y 0.165448 0.508785 0.942577 -0.49 0.12 -1.16
Br -5.233088 5.680748 -0.913120 0.03 -0.07 0.02
C -4.083840 4.150671 -0.886830 -0.06 0.08 -0.01
C -2.982924 4.135008 -0.045307 -0.08 0.02 -0.04
C -2.134151 3.045955 -0.051635 0.14 -0.17 -0.05
C -2.345896 1.948607 -0.907175 -0.42 0.23 -0.10
C -3.517002 1.978337 -1.695833 0.13 -0.08 0.10
C -4.368662 3.070393 -1.698913 -0.02 0.08 0.02
N -1.475415 0.867946 -0.927261 -0.09 0.19 -0.42
C -1.405767 0.246809 -2.107369 -0.21 0.29 0.15
C -0.969740 -1.028968 -2.476402 0.19 -0.27 0.07
C -0.966686 -1.340558 -3.868512 0.06 0.03 -0.07
C -0.538584 -2.537692 -4.346003 -0.04 0.00 0.02
C -0.054326 -3.499556 -3.431770 0.00 0.01 -0.03
C -0.095074 -3.211916 -2.101915 -0.02 -0.08 -0.05
N -0.594784 -2.048853 -1.606131 -0.01 0.08 -0.52
H -2.787257 4.973979 0.609491 0.02 -0.02 0.02
H -1.279551 3.050145 0.609606 0.06 0.04 0.00
H -3.788910 1.104746 -2.273693 0.04 0.01 -0.03
H -5.257161 3.071438 -2.316930 0.00 -0.01 0.01
H -1.741638 0.822320 -2.972344 -0.04 -0.06 -0.04
H -1.329815 -0.574097 -4.541999 0.03 0.01 0.01
H -0.563774 -2.756219 -5.406237 0.02 0.07 -0.01
H 0.374217 -4.431864 -3.767288 0.01 -0.02 0.08
H 0.253436 -3.902754 -1.347863 0.00 0.04 0.03
C 0.739549 7.470017 -0.196959 -0.04 0.10 0.04
O 1.722340 6.965315 -1.074217 -0.06 0.06 0.01
C 1.893250 5.611744 -1.075236 0.17 -0.17 -0.13
C 2.762840 5.118724 -2.068560 0.07 0.14 -0.09
C 2.955978 3.767875 -2.168341 -0.06 -0.07 0.05
C 2.310687 2.847391 -1.320517 -0.14 0.17 0.24
C 2.452527 1.420121 -1.511659 -0.09 -0.11 -0.12
C 3.539861 0.919476 -2.427900 -0.07 -0.10 0.04
O 1.697098 0.591631 -0.981754 0.07 0.12 -0.03
C 1.480200 3.348885 -0.267985 0.19 0.11 -0.29
O 0.930300 2.604332 0.602250 -0.27 -0.12 0.20
C 1.288306 4.761947 -0.191549 -0.18 -0.04 0.22
H 0.642804 8.529546 -0.426438 0.01 0.00 0.02
H 1.034203 7.351121 0.850191 0.00 -0.01 -0.02
H -0.223859 6.975737 -0.351598 0.02 0.01 -0.01
H 3.244121 5.818378 -2.739331 -0.01 -0.02 0.00
H 3.608400 3.395932 -2.947544 0.01 -0.01 0.01
H 3.326722 1.216310 -3.457613 0.03 0.03 0.00
H 3.580390 -0.163648 -2.371565 0.00 -0.04 0.01
H 4.500095 1.339757 -2.128228 0.02 0.02 -0.05
H 0.641527 5.109479 0.604213 0.04 -0.04 -0.05
Cl 4.469406 -0.978617 0.900756 0.08 0.07 0.00
Ge 2.411057 -1.871574 0.305008 0.75 -0.62 -0.05
Cl 2.775664 -4.003340 1.157908 -0.12 0.17 -0.01
Cl 3.179397 -2.584630 -1.834872 -0.18 0.07 0.10
Cl 0.799529 -1.485020 3.170143 -0.14 -0.27 0.14
C 1.397580 0.210110 2.825043 1.20 0.16 1.44
H 2.487360 0.138186 2.844308 -0.01 -0.07 -0.01
H 1.095375 0.792200 3.699217 -0.02 0.02 -0.03
S -0.890370 -1.985687 0.083613 -0.23 -0.10 0.35
Cl -6.919371 2.149012 5.985762 -0.11 0.02 0.07
C -5.468534 1.894289 5.049136 0.13 -0.03 -0.09
C -5.295964 0.693854 4.380518 -0.01 -0.01 0.00
C -4.141121 0.500341 3.637218 -0.01 0.00 0.00
C -3.170950 1.491830 3.569428 0.04 -0.03 -0.03
C -3.364514 2.687156 4.248238 -0.01 -0.01 0.03
C -4.516306 2.898260 4.991275 0.00 0.02 0.01
C -1.921388 1.278340 2.744168 -0.12 0.12 0.16
O -1.028979 2.146679 2.762310 -0.04 -0.03 -0.13
O -1.864007 0.223919 2.052738 -0.16 -0.03 0.06
H -6.054295 -0.075545 4.436543 -0.01 0.02 0.02
H -3.974918 -0.422644 3.097482 0.02 0.02 -0.02
H -2.597851 3.448209 4.186174 0.02 -0.02 -0.03
H -4.675294 3.830194 5.517083 -0.02 -0.01 0.01
```
Forces are in eV/Å.

Atomic partial charges in e from the Mulliken method, atoms 1 to 8: Y -0.247; Br -0.281; C -0.037; C -0.934; C 0.106; C -0.261; C -0.442; C -0.634

---

C6H10N2 | ωB97M-V/def2-TZVPD

Output
ΔE to the lowest compared entry with this formula, charge and spin, kcal/mol: 100.2
E_LUMO, Ha: 0.03028
HOMO, eV: -7.77
Strongest force on any atom, eV/A: 3.670
Gap between HOMO and LUMO, eV: 8.60

Geometry as XYZ:
```
18
Properties=species:S:1:pos:R:3:forces:R:3
C 2.430331 -0.721581 0.346217 -0.56 -1.94 -2.24
C 2.418293 0.472900 -0.547059 -0.77 -1.55 -1.48
N 1.129331 1.067652 -0.565747 -3.60 0.48 -0.52
C -0.035989 0.677879 -0.412647 1.87 -1.53 -0.19
C -1.405430 0.547837 -0.263170 1.01 1.06 0.10
C -2.431616 1.553858 0.122265 -1.66 0.02 0.18
C -1.034622 -0.755440 -0.091496 0.87 0.46 -0.88
N -1.733357 -1.882597 0.147860 2.06 -0.34 -0.11
H 2.245798 -0.484604 1.344604 -0.32 0.26 1.71
H 1.592120 -1.403244 -0.072263 1.38 0.85 1.00
H 3.384357 -1.232692 0.213045 -0.03 -0.17 0.32
H 2.729754 0.051044 -1.579434 -0.35 1.38 1.28
H 2.930225 1.315402 -0.200902 2.24 0.67 0.18
H -3.113741 2.010899 -0.661404 0.91 -0.88 0.59
H -2.059866 2.421499 0.713933 0.11 -0.86 -0.35
H -3.029104 0.894745 0.777390 -0.56 0.97 0.05
H -2.648771 -1.708864 0.381054 -2.62 -0.20 0.68
H -1.367718 -2.824685 0.347751 0.01 1.30 -0.32
```
Forces are in eV/Å.

Atomic partial charges in e from the Mulliken method, atoms 1 to 8: C -0.974; C -0.208; N -0.564; C 0.612; C -0.131; C -0.960; C 0.040; N -0.405

---

C8H28B3Cs2O4S2 | ωB97M-V/def2-TZVPD

Output
ΔE to the lowest compared entry with this formula, charge and spin, kcal/mol: 20.1
E_LUMO, Ha: 0.04271
Charge: -1
HOMO, eV: -4.39
Strongest force on any atom, eV/A: 4.799
Gap between HOMO and LUMO, eV: 5.55

Geometry as XYZ:
```
47
Properties=species:S:1:pos:R:3:forces:R:3
Cs -3.541274 1.090325 -2.893471 0.34 -0.87 0.24
Cs -1.435214 -3.309715 -1.223021 0.88 -0.66 0.09
B -4.407144 -1.891535 -1.634571 0.02 -0.18 -0.04
H -4.985694 -2.682675 -1.183331 -2.48 -2.79 1.95
H -3.452564 -2.321335 -1.895901 2.80 -1.21 -1.22
H -4.822924 -1.595825 -2.585321 -2.02 1.48 -3.77
H -4.168494 -1.058115 -0.992161 0.61 3.51 2.80
B -0.482034 -3.858755 -4.287631 0.02 -0.03 -0.07
H -1.252604 -3.178825 -3.958771 -3.25 2.49 1.80
H -0.679424 -4.889385 -4.036471 -1.20 -4.26 0.99
H -0.564814 -3.677275 -5.348031 0.46 0.38 -4.39
H 0.435926 -3.604995 -3.780471 3.88 1.29 1.65
B -0.682694 -0.419095 -1.982361 0.03 0.17 -0.11
H -1.575104 -0.821465 -2.436161 -3.17 -1.99 -1.71
H -0.922234 -0.173915 -0.959261 -1.36 1.00 4.49
H 0.155966 -1.094135 -1.910111 3.28 -2.24 -0.40
H -0.581394 0.543325 -2.459581 1.19 4.03 -2.18
C 1.119426 -0.395455 2.846979 0.65 -1.49 -0.31
C 2.187846 -1.059805 3.682069 0.42 -0.69 2.76
C 2.434736 -2.500065 3.267879 0.34 -1.20 -1.47
S 2.235566 -2.569045 1.435629 -2.75 2.35 1.64
O 1.122356 -3.476245 1.154979 1.33 0.11 -0.21
O 3.495316 -2.537405 0.755349 0.13 -0.64 -0.27
C 1.536886 -0.835365 1.479799 0.22 0.78 -2.47
H 1.046066 0.687755 2.943739 0.08 -0.22 0.07
H 0.172386 -0.904835 3.025189 -0.25 0.32 0.42
H 1.875916 -1.164295 4.721239 -0.32 0.22 0.29
H 3.142226 -0.554895 3.831469 -0.03 0.42 -0.86
H 1.707866 -3.245305 3.590959 -0.25 0.35 0.28
H 3.415906 -2.927585 3.474329 0.11 0.38 0.19
H 0.736306 -0.635275 0.767659 -0.07 -0.83 -0.40
H 2.354196 -0.236155 1.078489 0.32 0.08 0.24
C -1.023484 3.489705 0.234669 -0.17 -2.20 -0.58
C -0.279554 4.740925 -0.103121 0.57 1.08 -0.44
C 0.990546 4.907435 0.687229 1.43 -0.85 0.70
S 1.712616 3.067455 0.842589 -1.68 0.21 -1.76
O 1.978736 2.711875 2.219559 0.33 0.37 -0.10
O 2.694496 2.731965 -0.217921 -1.62 1.12 1.98
C 0.035536 2.366915 0.350479 0.41 0.09 0.10
H -1.642164 3.162595 -0.600991 0.23 0.26 -0.66
H -1.830984 3.404225 0.961809 0.75 0.86 1.06
H -0.871904 5.650345 -0.002231 -0.10 0.00 -0.15
H 0.088906 4.663375 -1.126021 -0.54 -0.02 -0.33
H 0.821746 5.417855 1.635429 0.12 -0.74 0.46
H 1.781736 5.484765 0.208879 -0.15 -0.16 -0.38
H -0.270604 1.586825 1.047509 0.35 0.07 0.03
H 0.193116 1.911095 -0.627011 0.12 -0.14 0.05
```
Forces are in eV/Å.

Atomic partial charges in e from the Mulliken method, atoms 1 to 8: Cs 0.919; Cs 0.954; B 0.976; H -0.228; H -0.950; H -0.415; H -0.327; B 0.333

---

- Among the records above, which one has the highest ΔE to the lowest compared entry with this formula, charge and spin?
  C6H10N2

---

- The lowest ΔE to the lowest compared entry with this formula, charge and spin belongs to which entry?
  C29H24BrCl5GeN2O5SY